{
  "formula": "C7H10NO3S",
  "method": "the ωB97M-V functional and the def2-TZVPD basis",
  "elements": ["C", "C", "C", "C", "C", "C", "C", "N", "O", "O", "O", "S", "H", "H", "H", "H", "H", "H", "H", "H", "H", "H"],
  "positions_angstrom": [[-0.892904, -0.692583, 0.062362], [-1.102662, 1.254905, -1.376168], [-1.738582, 1.428187, 0.957613], [0.741621, -2.400478, 0.852333], [1.466263, 0.095303, 0.746150], [0.930985, -1.136846, -1.357952], [0.636847, -1.027940, 0.140548], [-1.495335, 1.884396, -0.312896], [-2.250138, 2.243488, 1.727510], [-1.266674, 0.228294, 1.179134], [-1.837116, 3.346567, -0.385921], [-0.971292, 1.568910, -2.961250], [1.758191, -2.777954, 1.218514], [0.087202, -2.374115, 1.787480], [0.446342, -3.062097, -0.045060], [1.078193, 0.426148, 1.751010], [1.261858, 0.992398, 0.174136], [2.459101, -0.241234, 0.824718], [0.423805, -0.319606, -1.979735], [0.695295, -2.069817, -1.898030], [1.946407, -0.815716, -1.531875], [-2.377407, 3.449790, 0.427377]],
  "forces_ev_per_angstrom": [[-0.6, 1.5, -0.6], [0.4, -2.6, 1.8], [0.7, 0.3, 0.6], [0.0, -0.6, -0.3], [-2.3, 0.4, 1.2], [0.0, 1.5, -1.7], [-1.4, 0.9, -0.2], [-0.6, 3.1, -1.9], [0.0, -1.8, 0.7], [-0.1, -0.1, 0.5], [0.0, -1.1, -0.3], [0.0, 0.4, 0.0], [-1.0, 1.0, -0.7], [0.5, -0.5, -1.5], [-0.1, 0.2, 2.3], [0.5, -0.8, -0.6], [0.7, 0.2, -0.6], [1.6, 0.2, 0.0], [0.2, -1.3, 1.2], [0.2, 0.1, 0.7], [0.9, -0.6, -0.1], [0.4, -0.2, -0.2]],
  "mulliken_charge": [-0.99, -0.18, 0.71, -1.30, -1.86, -1.11, 2.16, 0.28, -0.75, -0.11, -0.49, -0.45, 0.29, 0.26, 0.33, 0.32, 0.39, 0.56, -0.07, 0.33, 0.34, 0.36],
  "de_lowest_kj_mol": 612.6,
  "e_homo_ha": [-0.1162, -0.1162],
  "gap_ev": [6.60, 6.60],
  "total_charge": -1
}